(1)
# C24H53Br3O19S5

C24H53Br3O19S5 as an isolated structure in a non-equilibrium geometry (the ωB97M-V functional and the def2-TZVPD basis, the Open Molecules 2025 dataset).

## Properties
E_LUMO: -0.534 eV
Highest occupied orbital energy: -0.3704 Ha
Orbital gap: 0.3508 Ha

CARTESIAN COORDINATES (ANGSTROEM)
1 O -3.66819 0.74883 2.35815
2 C -3.32075 -0.32066 2.69965
3 O -2.12396 -0.49894 3.30500
4 C -1.98102 -1.89279 3.57961
5 C -3.38617 -2.46373 3.70140
6 C -4.09650 -1.62398 2.65086
7 H -1.44683 -2.08634 4.50219
8 H -1.48024 -2.35051 2.72010
9 H -3.78428 -2.24375 4.69328
10 H -3.40104 -3.54108 3.55595
11 H -5.15540 -1.45558 2.79274
12 H -3.85010 -2.01568 1.65484
13 O -3.47319 0.89263 -3.69450
14 C -3.44868 1.54844 -2.69297
15 O -4.13592 2.70583 -2.59391
16 C -3.83916 3.37431 -1.36610
17 C -3.34898 2.26547 -0.43622
18 C -2.67199 1.28022 -1.40712
19 H -4.73353 3.81283 -0.92831
20 H -3.08050 4.13402 -1.54409
21 H -4.12346 1.76917 0.14047
22 H -2.62190 2.68242 0.26200
23 H -2.82155 0.24172 -1.13037
24 H -1.64140 1.61996 -1.46684
25 O -0.45030 3.60485 -1.64501
26 S 0.39319 4.75825 -1.69618
27 O 0.42550 5.57993 -2.84783
28 O -0.02358 5.70817 -0.50655
29 C -0.07758 5.12173 0.76512
30 C -0.44780 6.19757 1.78298
31 C 2.02711 4.30495 -1.17782
32 H 0.90691 4.77648 1.10495
33 H -0.75213 4.27596 0.88598
34 H -1.48500 6.49107 1.58229
35 H 0.13698 7.09058 1.56475
36 H -0.40985 5.85795 2.81118
37 H 2.46986 5.21852 -0.78304
38 H 2.58246 3.92118 -2.02317
39 H 2.02465 3.53439 -0.41207
40 O 2.22512 0.31170 -5.25910
41 S 1.61509 1.15295 -4.29149
42 O 1.75044 0.86785 -2.89410
43 O 2.22903 2.61041 -4.46060
44 C 2.52332 3.09963 -5.79682
45 C 3.35864 4.34778 -5.61760
46 C -0.06388 1.39764 -4.74662
47 H 1.58607 3.32154 -6.31245
48 H 3.08384 2.35592 -6.36538
49 H 2.89410 5.01762 -4.88802
50 H 3.58387 4.91150 -6.52274
51 H 4.34851 4.17516 -5.17793
52 H -0.57928 0.44314 -4.82438
53 H -0.08840 1.85632 -5.73667
54 H -0.54621 2.09373 -4.07013
55 O 2.54139 -5.94541 4.08194
56 S 1.76988 -5.13257 3.21556
57 O 1.39816 -3.80900 3.62010
58 O 2.54577 -5.04503 1.82857
59 C 2.58636 -3.82264 1.10657
60 C 1.97211 -3.93028 -0.26653
61 C 0.29430 -6.01951 2.72277
62 H 3.59004 -3.39621 1.11353
63 H 2.00299 -3.04083 1.60266
64 H 1.94531 -2.99202 -0.80799
65 H 0.94946 -4.32329 -0.22553
66 H 2.47625 -4.69371 -0.87227
67 H 0.64454 -7.03613 2.56269
68 H -0.02884 -5.53123 1.81239
69 H -0.33915 -5.98898 3.60240
70 O -0.64564 -3.62992 -4.78996
71 S -0.07407 -2.33594 -4.64393
72 O 0.01879 -1.47680 -5.76426
73 O -0.88520 -1.49281 -3.55937
74 C -1.57374 -2.21588 -2.49130
75 C -2.97238 -2.55725 -2.97508
76 C 1.48046 -2.46539 -3.80329
77 H -1.66772 -1.54770 -1.63402
78 H -0.95127 -3.04227 -2.13449
79 H -3.58073 -2.86299 -2.11525
80 H -2.97635 -3.38632 -3.67872
81 H -3.43237 -1.67834 -3.42163
82 H 1.69124 -1.57859 -3.21156
83 H 2.29713 -2.59896 -4.51221
84 H 1.46959 -3.35884 -3.18186
85 O 0.56089 0.45709 7.72789
86 S 0.64015 -0.52183 6.70550
87 O -0.54767 -1.18842 6.28472
88 O 1.34774 0.12751 5.43704
89 C 1.30558 -0.61460 4.18376
90 C 2.72418 -0.98706 3.81577
91 C 1.82625 -1.75031 7.16856
92 H 0.86237 0.07107 3.45926
93 H 0.64671 -1.48161 4.18684
94 H 3.26089 -0.07239 3.55674
95 H 2.77053 -1.63764 2.94257
96 H 3.24936 -1.52530 4.60123
97 H 2.79935 -1.34218 7.41357
98 H 1.93851 -2.47005 6.35478
99 H 1.37207 -2.32084 7.97804
100 C 0.98952 0.29078 0.09283
101 Br 0.44870 1.77555 1.19427
102 Br 0.01725 -1.29132 0.71641
103 Br 2.89995 0.05054 0.15643
104 H 0.73542 0.37860 -0.95350

Cartesian forces (eV/Å) of the 3 atoms listed first:
O -0.687 1.787 -0.953
C 0.089 -0.846 1.181
O 0.050 -0.542 0.144


(2)
# C26H21AuCl2N4O5S7

C26H21AuCl2N4O5S7 as an isolated structure (the ωB97M-V functional and the def2-TZVPD basis, the Open Molecules 2025 dataset).

## Properties
E_LUMO: 3.827 eV
Highest occupied orbital energy: -0.1052 Ha
Orbital gap: 0.2458 Ha
Charge: -2

CARTESIAN COORDINATES (ANGSTROEM)
1 Au 0.90946 0.32080 -0.02954
2 O -2.29248 -3.58549 5.74800
3 S -2.72316 -2.37606 5.07955
4 O -3.91558 -1.76002 5.62320
5 N -1.52192 -1.31773 4.90444
6 C -1.20674 -1.13088 3.61826
7 O -0.35637 -0.35570 3.15706
8 C -2.04416 -1.95496 2.66907
9 C -1.99673 -1.95637 1.28615
10 C -2.91730 -2.74626 0.61014
11 C -3.85397 -3.50960 1.30670
12 C -3.89648 -3.50213 2.69643
13 C -2.97264 -2.70895 3.34918
14 H -1.27287 -1.34018 0.76614
15 H -2.92903 -2.75305 -0.47346
16 H -4.56973 -4.10123 0.74744
17 H -4.62918 -4.08012 3.24548
18 C 4.97863 -3.31990 0.46371
19 S 4.30554 -2.90010 -1.15866
20 C 4.55600 -1.16440 -1.17229
21 C 3.91164 -0.25913 -0.40516
22 S 2.78426 -0.61473 0.88794
23 S 4.38436 1.40501 -0.68614
24 C 5.57520 1.12997 -1.90107
25 S 6.44576 2.32648 -2.64520
26 S 5.74898 -0.53715 -2.28648
27 H 4.85431 -4.39599 0.58536
28 H 4.41430 -2.80613 1.23975
29 H 6.03652 -3.06978 0.52682
30 Cl -3.83252 0.81926 3.00588
31 C -5.49988 0.86757 2.57960
32 C -6.44454 0.86561 3.59195
33 C -7.79222 0.92380 3.27688
34 C -8.18632 1.01528 1.95239
35 C -7.22790 1.02667 0.95282
36 Cl -7.76040 1.22942 -0.69130
37 C -5.86074 0.91016 1.22304
38 N -4.90591 0.88381 0.21358
39 C -4.86755 -0.14083 -0.74147
40 C -5.71429 -1.24685 -0.67656
41 C -5.64312 -2.25305 -1.62471
42 C -4.70907 -2.18688 -2.64653
43 C -3.85904 -1.09078 -2.70741
44 C -3.92717 -0.05545 -1.78435
45 C -3.00420 1.13204 -1.91649
46 C -1.90830 1.11885 -0.84419
47 O -0.79471 0.64400 -1.22727
48 O -2.19967 1.53240 0.28402
49 H -6.10289 0.79138 4.61511
50 H -8.53431 0.90752 4.06438
51 H -9.22941 1.09092 1.67752
52 H -3.97297 1.23419 0.46206
53 H -6.41649 -1.33028 0.14324
54 H -6.30831 -3.10500 -1.54501
55 H -4.63504 -2.97758 -3.38251
56 H -3.11826 -1.02207 -3.49594
57 H -3.57526 2.05607 -1.79685
58 H -2.54204 1.11714 -2.90141
59 N -0.55136 2.51482 2.47880
60 C 0.75559 2.48660 2.17172
61 N 1.54340 1.78117 3.02466
62 S 1.36588 3.26910 0.80572
63 H -0.86208 1.73117 3.04411
64 H -1.15911 2.69530 1.68872
65 H 1.07088 0.97221 3.42928
66 H 2.44500 1.55941 2.62901

Cartesian forces (eV/Å) of the 3 atoms listed first:
Au -0.281 -0.275 -0.302
O 0.009 0.030 -0.020
S 0.008 -0.018 0.005


(3)
# C31H17BrIN4O3Pt

C31H17BrIN4O3Pt as an isolated structure in a non-equilibrium geometry (the ωB97M-V functional and the def2-TZVPD basis, the Open Molecules 2025 dataset).

## Properties
2S+1: 3
E_LUMO (spin up / spin down): 1.400 / 1.401 eV
Highest occupied orbital energy (spin up / spin down): -0.1293 / -0.1247 Ha
Orbital gap (spin up / spin down): 0.1808 / 0.1762 Ha
Expectation value of S²: 2.0425
Charge: -1

CARTESIAN COORDINATES (ANGSTROEM)
1 Pt 1.60911 -22.88153 5.12114
2 Br 3.62097 -27.32268 -4.72577
3 C 3.84631 -27.72998 -2.89018
4 C 4.43203 -28.97179 -2.47890
5 C 4.73455 -29.22171 -1.19818
6 C 4.51126 -28.22105 -0.07937
7 C 3.77449 -27.07920 -0.60509
8 C 3.45722 -26.80677 -1.88485
9 N 5.86919 -27.66687 0.50150
10 N 6.36339 -26.77074 2.79228
11 C 5.17429 -26.25347 3.07060
12 C 2.30960 -28.90705 3.32411
13 C 2.12126 -28.16258 4.44242
14 C 2.73246 -26.92104 4.28181
15 O 0.46178 -25.77961 5.31507
16 C 3.76611 -24.62566 4.21429
17 N 3.37377 -23.28478 4.28251
18 C 4.15229 -22.25458 3.91496
19 C 5.40544 -22.47625 3.41394
20 C 5.76929 -23.81565 3.18774
21 C 4.88412 -24.87074 3.39146
22 H 4.47671 -29.75029 -3.20033
23 H 5.24684 -30.17937 -0.95935
24 H 3.53117 -26.22739 0.11399
25 H 3.07124 -25.81576 -2.13987
26 H 1.93054 -29.86290 3.17097
27 H 1.56776 -28.58892 5.21765
28 H 3.78138 -21.21231 4.09043
29 H 6.06863 -21.68158 3.13441
30 H 6.78420 -24.18438 2.84286
31 N 7.13492 -30.71111 0.57539
32 C 6.56519 -29.79719 1.02652
33 C 5.81431 -28.68948 1.50724
34 C 6.21668 -28.29966 2.80429
35 C 5.05479 -28.34674 3.67913
36 C 4.08727 -27.32185 3.46800
37 C 3.27988 -28.19049 2.36965
38 C 4.26824 -28.83857 1.31584
39 C 2.75130 -25.61244 4.69464
40 C 1.43102 -25.03555 5.15932
41 H 7.07644 -28.84375 3.20357
42 H 4.77546 -29.17583 4.42953
43 H 2.66079 -27.52766 1.74529
44 H 4.07142 -29.90264 1.35867
45 I -3.05735 -16.07153 6.91889
46 C -1.63748 -17.56662 7.02274
47 C -0.26204 -17.40312 6.67326
48 C 0.58170 -18.45418 6.52625
49 C 0.01678 -19.71745 6.68215
50 C -1.24895 -19.92911 7.23270
51 C -2.05435 -18.81465 7.57036
52 C 0.73505 -20.90313 6.19665
53 O 1.94678 -20.86043 5.79717
54 O 0.11968 -22.03567 6.07883
55 H 0.07701 -16.41024 6.34851
56 H 1.67265 -18.31550 6.21156
57 H -1.53976 -20.97757 7.32803
58 H -3.01228 -18.91276 8.06226

Cartesian forces (eV/Å) of the 3 atoms listed first:
Pt 2.293 -3.692 0.050
Br -0.058 -0.116 0.197
C -0.108 -0.206 0.837


(4)
# C28H22MnN10SSe

C28H22MnN10SSe as an isolated structure (the ωB97M-V functional and the def2-TZVPD basis, the Open Molecules 2025 dataset).

## Properties
2S+1: 2
E_LUMO (spin up / spin down): -0.395 / -0.384 eV
Highest occupied orbital energy (spin up / spin down): -0.2536 / -0.2486 Ha
Orbital gap (spin up / spin down): 0.2391 / 0.2345 Ha
Expectation value of S²: 0.7801

CARTESIAN COORDINATES (ANGSTROEM)
1 Mn 0.10242 0.72411 -0.54411
2 N -2.09658 4.14165 1.05579
3 C -1.35164 3.05881 0.71895
4 S -1.15570 2.69303 -0.94952
5 N -0.84611 2.39672 1.74577
6 N -0.16537 1.28976 1.36114
7 C 0.40838 0.58373 2.27960
8 C 0.36989 0.88779 3.72948
9 C -0.83815 0.96026 4.41738
10 C -0.84978 1.22481 5.77702
11 C 0.34105 1.42995 6.46203
12 C 1.54799 1.36496 5.78212
13 C 1.56054 1.09020 4.42195
14 C 1.11627 -0.60679 1.78177
15 C 1.59313 -1.60732 2.62147
16 C 2.17659 -2.73006 2.06240
17 C 2.26823 -2.83236 0.68313
18 C 1.77053 -1.79691 -0.08842
19 N 1.22103 -0.70738 0.44366
20 H -2.33720 4.79796 0.33629
21 H -2.06542 4.45091 2.01234
22 H -1.76379 0.81156 3.87798
23 H -1.79332 1.27281 6.30516
24 H 0.32708 1.63991 7.52379
25 H 2.47978 1.52684 6.30865
26 H 2.50368 1.03599 3.88970
27 H 1.47849 -1.50836 3.69073
28 H 2.53962 -3.52630 2.69889
29 H 2.69717 -3.70140 0.20570
30 H 1.79038 -1.84509 -1.16948
31 N -3.79926 -0.95445 -3.04751
32 C -3.07541 0.17691 -2.96619
33 N -1.79899 0.25100 -3.11715
34 C -1.10099 -0.92519 -3.27377
35 N 0.18020 -0.98410 -3.08540
36 N 0.69575 0.09524 -2.40966
37 C 1.84301 0.51768 -2.79828
38 C 2.48792 1.51604 -1.95609
39 C 3.69801 2.12253 -2.27359
40 C 4.21637 3.06428 -1.40501
41 C 3.51048 3.37884 -0.25109
42 C 2.31436 2.73024 -0.00282
43 N 1.81804 1.80877 -0.82829
44 C -1.82191 -2.15177 -3.60360
45 C -1.18797 -3.34435 -3.96444
46 C -1.92362 -4.49165 -4.15006
47 C -3.30930 -4.47241 -3.95926
48 C -3.95141 -3.31153 -3.59658
49 C -3.20171 -2.14846 -3.42350
50 H -4.77777 -0.94126 -2.81334
51 H -3.62997 1.08265 -2.74281
52 H 2.31541 0.12904 -3.69483
53 H 4.20841 1.85527 -3.18898
54 H 5.15582 3.55368 -1.62514
55 H 3.87483 4.11826 0.44766
56 H 1.71891 2.95139 0.87439
57 H -0.11312 -3.33912 -4.08054
58 H -1.43108 -5.41399 -4.42645
59 H -3.88336 -5.38050 -4.08789
60 H -5.02048 -3.29574 -3.42568
61 Se -3.42282 -2.71924 -0.00530
62 C -2.20358 -1.42019 -0.21293
63 N -1.41396 -0.57763 -0.34719

Cartesian forces (eV/Å) of the 3 atoms listed first:
Mn 0.201 0.030 0.171
N 0.070 -0.022 -0.050
C -0.055 0.061 0.083


(5)
# C43H41N4

An isolated ion of composition C43H41N4 and charge +1 in a non-equilibrium geometry (the ωB97M-V functional and the def2-TZVPD basis, the Open Molecules 2025 dataset).

## Properties
E_LUMO: -2.690 eV
Highest occupied orbital energy: -0.3493 Ha
Orbital gap: 0.2504 Ha
Charge: +1

CARTESIAN COORDINATES (ANGSTROEM)
1 C 5.77727 -2.68289 1.06212
2 N 4.66907 -2.10131 1.82129
3 C 4.95466 -1.66256 3.12503
4 C 6.24168 -1.18008 3.48210
5 C 6.41746 -0.49434 4.68376
6 C 5.38823 -0.44008 5.64068
7 C 4.16193 -1.06649 5.36067
8 C 3.95166 -1.68477 4.12610
9 C 3.47721 -1.74223 1.14112
10 C 2.19003 -2.15630 1.54978
11 C 1.04386 -1.71833 0.89893
12 C 1.10574 -0.77433 -0.11251
13 C -0.23453 -0.31247 -0.66355
14 C 0.05707 0.42098 -2.07571
15 C -0.79837 1.40939 -2.47781
16 C -0.48574 2.33018 -3.48372
17 C 0.64415 2.18293 -4.31346
18 N 1.02852 3.16399 -5.23351
19 C 2.06747 2.86574 -6.24854
20 C 0.72712 4.53893 -5.06486
21 C 1.75975 5.50404 -5.12394
22 C 1.51568 6.83055 -4.78936
23 C 0.21647 7.27364 -4.51722
24 C -0.83888 6.35873 -4.58048
25 C -0.59536 5.01615 -4.88034
26 C 1.41777 1.01987 -4.11468
27 C 1.13419 0.15173 -3.02715
28 N -1.03572 0.07395 0.65989
29 C -1.96688 -0.72881 1.28412
30 C -2.16986 -2.20365 1.33764
31 C -1.89905 -2.86172 2.56055
32 C -2.11787 -4.23399 2.67496
33 C -2.65612 -4.94284 1.59360
34 C -2.96708 -4.28613 0.40207
35 C -2.75439 -2.92018 0.27024
36 N -2.90111 0.00512 1.92065
37 C -3.87495 -0.45309 2.98192
38 C -5.08319 -1.22416 2.43600
39 C -5.39721 -2.53067 2.83480
40 C -6.31654 -3.27813 2.10147
41 C -6.99074 -2.70280 1.02659
42 C -6.83053 -1.34136 0.75375
43 C -5.88574 -0.59778 1.47154
44 C -2.60422 1.40772 1.85854
45 C -1.47730 1.45056 0.88290
46 C 2.37826 -0.30437 -0.48415
47 C 3.53614 -0.89080 0.02208
48 H 5.39483 -3.38120 0.31127
49 H 6.39388 -1.92579 0.56084
50 H 6.39448 -3.26039 1.75906
51 H 7.08312 -1.28377 2.79540
52 H 7.36585 0.00451 4.89094
53 H 5.53839 0.06869 6.59644
54 H 3.35447 -1.07642 6.09703
55 H 3.00752 -2.20123 3.93362
56 H 2.08141 -2.86663 2.37300
57 H 0.09819 -2.21498 1.12421
58 H -0.85471 -1.20829 -1.05144
59 H -1.75279 1.49086 -1.96076
60 H -1.13998 3.19179 -3.57885
61 H 2.00443 3.62046 -7.04911
62 H 3.08543 2.90743 -5.82921
63 H 1.89626 1.88810 -6.71761
64 H 2.76735 5.17869 -5.39695
65 H 2.34820 7.53245 -4.75284
66 H 0.02654 8.32172 -4.27472
67 H -1.86106 6.68484 -4.40771
68 H -1.43930 4.33112 -4.97903
69 H 2.29382 0.81052 -4.76755
70 H 1.80478 -0.71137 -2.92409
71 H -1.52779 -2.28189 3.40775
72 H -1.87082 -4.73850 3.61416
73 H -2.81656 -6.03067 1.69554
74 H -3.38715 -4.86080 -0.42527
75 H -3.07515 -2.38773 -0.62209
76 H -4.26124 0.49180 3.39737
77 H -3.38773 -1.02325 3.79129
78 H -4.88945 -2.95513 3.71859
79 H -6.48639 -4.31882 2.37936
80 H -7.65721 -3.30624 0.41778
81 H -7.41657 -0.85455 -0.01530
82 H -5.76443 0.47953 1.29216
83 H -3.49438 1.94093 1.51741
84 H -2.32749 1.74591 2.86651
85 H -1.82601 1.81077 -0.06542
86 H -0.69841 2.10901 1.21878
87 H 2.51307 0.41044 -1.29906
88 H 4.50259 -0.61945 -0.41541

Cartesian forces (eV/Å) of the 3 atoms listed first:
C -0.245 0.155 -0.012
N 0.231 -0.992 -0.170
C -0.196 0.194 0.971